Entry 1:
16
Properties=species:S:1:pos:R:3:forces:R:3:lowdin_charge:R:1 method="wB97M-V/def2-TZVPD" gap_ev="9.432 / 7.005" multiplicity=3 e_above_lowest_kj_mol=0.0 e_tot_ha=-1548.5973 homo_ev="-8.6 / -9.5" lumo_energy_ev="0.9 / -2.5"
C 1.9480 1.3088 -0.8321 0.28 1.55 -2.45 -0.105
Cl -3.4225 -1.5088 -1.2091 0.28 -0.20 0.07 0.128
C 0.1859 0.0882 0.0230 -0.37 -0.35 0.28 -0.018
C 2.3409 -0.6569 0.4346 -1.04 -1.50 0.53 -0.108
H 3.8464 0.4897 -0.6377 0.01 -0.44 0.49 0.107
P -3.1281 -0.3510 0.4976 -0.13 -0.74 -0.39 0.014
N -4.2211 -0.6729 1.5724 -0.51 4.49 -1.67 -0.246
C 0.9827 -0.8935 0.5801 0.07 3.72 -1.91 -0.091
H -0.2512 1.8968 -1.1565 1.73 -1.05 1.03 0.122
Cl -3.5459 1.4129 -0.2858 -0.13 1.11 -0.23 0.233
H 2.4414 2.0712 -1.5893 -1.37 -1.31 1.81 0.140
H 2.9066 -1.4186 0.8658 1.57 -0.97 0.38 0.090
C 2.8125 0.3379 -0.3385 0.60 2.35 -0.78 -0.122
H -4.0634 -1.5035 1.9577 0.39 -4.70 2.28 -0.094
H 0.6226 -1.8182 0.7725 -1.09 -2.65 1.43 0.066
C 0.5451 1.2180 -0.6549 -0.30 0.68 -0.86 -0.116

Entry 2:
16
Properties=species:S:1:pos:R:3:forces:R:3:lowdin_charge:R:1 method="wB97M-V/def2-TZVPD" gap_ev=10.852 smiles="C[C@@H](CO)NC=O" e_above_lowest_kj_mol=207.6 e_tot_ha=-363.0065 homo_ev=-10.1 lumo_energy_ev=0.8
C 1.5963 0.0072 -0.7894 0.37 0.08 -0.63 -0.378
C -0.7063 1.1061 -0.7899 -0.37 0.04 0.32 -0.056
C -0.8814 -1.0571 0.6112 -0.27 0.27 -0.47 -0.253
O 1.3527 -0.9464 -1.4823 0.44 0.21 0.49 0.066
H 1.7244 0.9450 0.9632 -0.13 -0.20 -0.17 0.119
H -0.5942 2.1882 -0.6670 -0.20 -0.12 0.30 0.074
C -0.1972 0.3208 0.5120 -0.35 -0.08 -0.12 -0.314
H -1.9556 -0.8882 0.7256 0.05 -0.03 -0.15 0.123
O -0.5170 -1.8685 1.7034 0.32 0.29 0.05 -0.052
N 1.2809 0.1141 0.5734 -0.20 0.12 -0.32 0.032
H -0.3499 0.9406 -1.8355 0.26 -0.62 1.18 0.085
H -0.4590 0.9069 1.4068 0.00 -0.08 -0.40 0.145
H 0.4138 -2.1110 1.6105 -0.09 0.16 -0.05 0.086
H 1.9039 0.9809 -1.2159 0.67 -0.29 -0.21 0.136
H -1.7597 0.8523 -0.8642 -0.34 0.34 0.11 0.070
H -0.6921 -1.5626 -0.3412 -0.16 -0.11 0.05 0.116

Entry 3:
35
Properties=species:S:1:pos:R:3:forces:R:3:lowdin_charge:R:1 method="wB97M-V/def2-TZVPD" gap_ev=9.817 smiles=C[C@H](O)CN.O.O.O.O.O.O.O e_above_lowest_kj_mol=51.2 e_tot_ha=-784.7304 homo_ev=-9.4 lumo_energy_ev=0.4
H 1.9743 -0.1982 -1.0379 0.43 -0.41 -0.24 0.002
O -1.9732 -0.8109 2.4296 -2.23 0.49 -0.81 -0.087
H -3.5528 -0.5908 -0.7937 2.41 0.98 0.84 0.095
O 1.0562 1.3572 -0.9304 0.49 0.73 -0.20 -0.144
H 1.6505 2.0259 -1.3537 -0.79 -0.62 0.77 0.137
C 0.2079 1.9368 0.1017 0.19 -0.81 -0.57 -0.373
H -2.9536 -0.9122 2.2240 1.73 -0.20 0.77 0.083
C 1.0354 2.0837 1.3514 -1.35 2.43 1.38 -0.043
O 0.3651 -2.4622 2.9907 -1.33 1.67 0.25 -0.107
H -2.5018 3.4171 -0.8628 0.08 0.35 0.01 0.058
H 1.6020 1.2371 1.5847 0.39 -1.71 0.39 0.058
H -0.5646 1.0902 0.2332 0.92 1.53 -0.04 0.132
H -0.5543 4.0695 0.1473 0.33 -0.60 -0.18 0.122
N -1.7434 2.8004 -1.1005 0.40 0.71 -0.24 0.008
H 0.0996 0.5910 -2.3460 0.03 -1.35 -1.34 0.052
H 0.2188 -0.6271 -3.5460 -1.17 0.32 -0.49 0.030
C -0.4288 3.2017 -0.5328 -1.34 -0.81 0.36 -0.188
H -1.7912 -0.1935 1.7016 0.39 -0.21 0.17 0.003
H -2.0325 1.8869 -0.8147 0.01 -0.61 0.14 0.011
O 1.5277 -3.4422 0.0237 -0.31 0.07 -2.24 -0.044
H -0.0345 -2.5282 -0.4134 -0.68 1.20 0.62 0.071
H 1.9834 -2.8119 -0.5756 -0.41 -0.15 0.05 0.034
O -0.5155 -1.6779 -0.1811 0.52 -1.87 -0.32 -0.074
H 0.2107 -1.0850 0.0024 0.29 0.33 -0.07 0.023
H 0.1388 -2.4578 2.0451 0.03 -0.17 0.26 -0.012
H -2.1109 -1.1784 -0.3967 -0.41 1.89 -0.20 0.035
O 0.5572 -0.1680 -2.7952 1.08 0.65 1.17 -0.075
H 1.7915 2.8678 1.3226 -0.04 0.36 -0.61 0.081
H -0.2810 -1.7515 3.3195 1.28 -1.59 -0.62 0.045
H 2.0593 -3.3137 0.7728 0.90 -0.02 2.19 0.023
O 2.6105 -0.9227 -0.8501 -0.54 0.03 1.19 -0.060
H 0.3953 2.4127 2.2345 0.60 -0.76 -0.99 0.114
H 3.1420 -1.0616 -1.6154 0.39 0.11 -0.98 0.036
H 0.2215 3.4738 -1.3721 0.01 0.34 0.27 0.102
O -2.6220 -0.2946 -0.4710 -2.27 -2.33 -0.69 -0.151

Entry 4:
29
Properties=species:S:1:pos:R:3:forces:R:3:lowdin_charge:R:1 method="wB97M-V/def2-TZVPD" gap_ev=8.689 e_above_lowest_kj_mol=62.8 e_tot_ha=-774.3801 homo_ev=-11.5 lumo_energy_ev=-2.8 charge=+1
N 1.3397 2.2256 -1.7379 -2.54 -0.80 -1.04 0.051
C 0.4885 -0.2133 1.2745 2.35 0.07 1.40 -0.341
H 2.2571 2.0677 -1.4873 2.12 0.15 0.70 0.053
H -0.3029 1.9840 3.1465 -0.53 -0.38 -1.48 0.161
O -0.1638 -3.9011 2.2049 0.94 0.55 -0.52 0.180
N 1.2826 -1.2890 1.3131 -0.21 -1.44 -2.07 0.230
H 0.7207 2.8307 2.1413 0.90 0.16 -0.52 0.124
N -0.8130 2.1381 1.0390 0.94 2.29 1.72 0.142
C -1.1139 -4.5307 2.3796 -1.04 -0.50 0.79 -0.411
C -0.9603 1.2511 0.2188 -2.33 -2.01 -1.28 -0.407
H -2.0821 2.3818 -1.0256 -0.72 1.72 -0.06 0.104
N -0.6077 -0.1506 0.5134 2.06 2.51 1.43 0.050
H -0.8548 -2.2698 0.1573 -0.13 0.69 0.63 0.104
H -0.1442 1.4954 -3.1316 1.90 -0.58 0.88 0.125
H -2.1755 -1.1134 -0.2340 -0.78 -0.49 0.35 0.108
N -1.6738 1.5156 -0.8824 0.08 -4.89 -1.79 0.192
H 1.0771 -0.9824 -3.2602 -0.03 2.35 0.89 0.080
H 1.1679 -1.9232 0.4450 0.61 1.15 2.43 0.164
C 1.3583 -0.0496 -2.6275 -0.05 -0.94 0.07 -0.073
C 0.8147 1.2020 -2.5555 -0.90 -0.11 -0.68 -0.305
H 2.1299 -1.4090 1.9302 -1.63 0.56 -1.02 0.181
H -0.8055 -1.2087 -1.1941 0.57 -0.08 -1.05 0.076
H 0.9710 3.1735 -1.7108 0.26 -0.71 -0.33 0.103
O 0.9257 0.7837 2.0347 -0.97 -0.91 -1.57 0.087
C 0.0722 1.9772 2.0675 0.34 0.71 3.94 -0.164
H -1.9422 0.7032 -1.4882 0.25 1.70 0.75 0.131
H 2.2259 -0.3121 -1.9748 -0.54 0.56 -0.54 0.046
C -1.1146 -1.2556 -0.1751 -1.01 -1.24 -1.74 -0.031
O -2.0768 -5.1212 2.6192 0.07 -0.09 -0.28 0.238

Entry 5:
54
Properties=species:S:1:pos:R:3:forces:R:3:lowdin_charge:R:1 method="wB97M-V/def2-TZVPD" gap_ev=6.788 e_above_lowest_kj_mol=126.0 e_tot_ha=-2023.4391 homo_ev=-4.1 lumo_energy_ev=2.7 charge=-1
C -0.7659 -3.9510 1.2979 0.01 0.00 -0.01 -0.192
H -0.8438 -4.3994 2.2929 0.00 0.00 0.00 0.021
Ir 0.2180 0.7442 -0.0963 0.24 -0.09 -0.01 1.091
N -2.7925 0.8711 0.5818 0.02 0.08 0.07 0.007
C 2.3630 -2.8990 -1.1862 -0.01 0.07 -0.02 -0.177
C -1.2936 5.1673 0.8626 -0.02 -0.05 0.00 -0.077
C 1.3251 4.9423 0.0185 -0.04 -0.01 -0.01 -0.026
C -0.8157 3.8929 0.4983 0.14 0.03 0.00 -0.149
S -2.0270 -1.3608 -0.9228 -0.09 -0.03 0.09 0.879
H -1.2345 -1.8892 3.6640 -0.03 0.02 0.01 0.023
H 1.4604 7.0376 0.3426 0.00 0.00 0.00 0.092
H -0.0747 -0.9358 -3.7094 -0.01 -0.02 0.01 0.022
O 1.9638 -0.1653 -0.5808 -0.01 0.04 -0.04 -0.565
H -4.4941 -1.6462 -0.2184 -0.01 0.01 -0.02 0.058
H 1.0089 0.2166 -2.9106 0.01 -0.02 -0.01 0.009
H -0.0422 -4.5343 0.7225 0.00 0.02 0.01 0.012
H -5.0018 -0.1375 0.4468 0.00 0.01 -0.01 0.084
O 1.0642 2.6499 -0.3185 0.04 0.03 0.04 -0.212
H 2.1352 -3.8168 -0.6363 -0.03 0.01 0.00 0.020
H -2.7671 3.0924 0.8980 -0.01 0.00 0.00 0.112
N -1.5890 1.5511 0.3634 -0.07 0.08 0.00 -0.178
H -2.3261 5.2417 1.1893 0.01 0.02 0.01 0.101
C -0.3621 -1.2552 -0.2177 0.16 0.02 -0.10 -0.877
C 1.5060 -2.0936 2.0849 0.00 -0.01 0.01 -0.179
H -0.9057 7.2569 1.1054 0.00 0.00 0.00 0.084
C 0.5335 3.7579 0.0557 -0.08 -0.01 -0.02 -0.369
C 0.8217 6.1622 0.3857 -0.01 -0.03 0.00 -0.113
H 3.4597 1.2260 -0.2616 0.00 0.02 0.01 0.069
H -0.3465 -4.2332 -1.6060 0.00 0.00 -0.02 0.008
H 2.3488 4.8282 -0.3154 0.00 0.01 0.00 0.107
H -1.2482 -0.3163 2.8417 0.03 0.01 -0.01 0.016
H 2.8096 -3.2070 -2.1383 0.02 -0.01 0.02 0.028
H -2.4622 -1.5327 2.4427 0.00 -0.01 0.00 0.016
C -1.4126 -1.3863 2.7076 0.03 -0.03 0.02 -0.189
H 0.5795 0.6384 1.3887 -0.17 -0.01 0.01 0.041
H 2.8042 1.2213 -1.8966 0.00 -0.01 0.01 0.061
H 3.0884 -2.3177 -0.6218 0.00 -0.01 -0.01 0.015
C -0.1887 -3.4426 -2.3463 -0.02 -0.02 0.04 -0.236
H 1.5153 -2.2435 3.1686 -0.01 0.00 0.00 0.024
H -1.7371 -4.0459 0.8057 -0.01 0.00 0.01 0.019
C 3.0498 0.5721 -1.0418 0.00 0.03 -0.04 -0.252
H 1.6715 -1.1653 -3.7785 0.01 0.00 0.00 0.031
H 1.9809 -1.1415 1.8490 0.01 0.01 0.01 0.011
C -0.5094 6.2924 0.8165 0.02 0.05 0.00 -0.131
C -3.0037 -0.2801 0.0690 -0.08 -0.05 -0.05 -0.735
H 2.1106 -2.8815 1.6310 -0.01 0.00 0.00 0.016
Si -0.2549 -2.1325 1.4235 -0.03 -0.05 -0.03 0.364
C -1.7620 2.8155 0.5909 -0.02 -0.09 -0.02 -0.096
N -4.2665 -0.8035 0.2787 0.06 0.00 0.04 0.045
H -1.1663 -3.1888 -2.7646 0.02 0.03 0.00 -0.008
Si 0.7767 -1.9480 -1.5953 -0.06 -0.05 -0.04 0.358
H 0.4044 -3.8734 -3.1614 0.03 0.01 0.01 0.021
H 3.8457 -0.1142 -1.3655 0.00 -0.02 0.01 0.071
C 0.8491 -0.8398 -3.1334 -0.01 0.02 0.06 -0.173

Entry 6:
21
Properties=species:S:1:pos:R:3:forces:R:3:lowdin_charge:R:1 method="wB97M-V/def2-TZVPD" gap_ev="8.906 / 5.498" e_above_lowest_kj_mol=122.8 e_tot_ha=-1216.9782 homo_ev="-8.7 / -7.5" lumo_energy_ev="0.2 / -2.0"
I 4.3317 1.4420 0.4438 0.25 -0.06 -0.30 0.858
O 1.5994 -2.1959 2.4277 -0.94 1.18 0.17 -0.064
C 0.6441 -0.0147 2.4374 -3.10 -0.21 -0.73 -0.052
H -3.0633 1.0663 0.0262 -0.12 2.47 -3.00 0.046
H 0.5475 0.9226 2.9351 0.84 0.55 0.15 0.093
F -1.2397 1.9385 1.8354 0.18 -0.85 -0.09 0.060
H -0.1549 -2.0519 1.7227 1.50 -1.90 0.47 0.066
I 3.3723 -0.3736 3.7685 -0.18 0.17 0.39 0.781
C 2.6178 0.8189 -0.5083 0.66 -0.56 0.72 -0.931
C -1.5531 0.6694 1.4399 1.34 1.58 1.38 -0.191
H 1.4416 -0.6594 -1.4820 -0.19 0.84 -0.34 0.072
C 2.4676 -0.2704 -1.4464 1.26 -3.07 -0.64 -0.162
H 2.8959 -0.1178 -2.5186 -0.68 -0.23 1.75 0.112
C -0.5835 -0.3342 1.7257 1.29 2.37 0.92 -0.254
H 2.9161 -1.2140 -0.9528 0.10 1.47 -1.05 0.102
C -2.8692 0.5588 0.8702 -1.16 -3.37 2.31 -0.001
O -0.8300 -1.5483 1.3080 -1.51 -0.05 -1.02 0.126
F 1.7578 1.7838 -0.6509 -1.42 1.69 -0.23 -0.037
C 1.5830 -1.0144 2.7701 1.10 -1.33 -0.66 -0.858
H -3.8107 0.7263 1.5151 1.77 -0.43 -0.38 0.140
H -2.7955 -0.4734 0.5102 -0.99 -0.25 0.17 0.095